No. 1
{
  "formula": "BF4H22O11",
  "method": "wB97M-V/def2-TZVPD",
  "relative_energy_ev": 2.6369,
  "lumo_ev": 2.3,
  "energy_ev": -34434.1743,
  "total_charge": -1,
  "elements": ["F", "F", "F", "F", "O", "O", "O", "O", "O", "O", "O", "O", "O", "O", "O", "B", "H", "H", "H", "H", "H", "H", "H", "H", "H", "H", "H", "H", "H", "H", "H", "H", "H", "H", "H", "H", "H", "H"],
  "xyz": [[-0.27, 0.52, 0.70], [0.19, -1.64, 0.33], [0.19, -0.26, -1.31], [1.80, -0.19, 0.14], [1.17, 2.19, -6.84], [-2.52, 6.94, 1.12], [-0.41, -3.69, -4.17], [-5.17, -3.61, -0.20], [-4.60, 1.19, 0.16], [2.11, -6.20, 0.82], [5.81, -1.48, -2.78], [-0.13, 4.40, 3.90], [3.45, 3.92, -0.86], [3.02, -1.30, 4.47], [-3.89, -2.28, 3.80], [0.45, -0.37, 0.01], [1.78, -5.30, 0.80], [-0.50, 3.51, 3.86], [-5.02, -3.30, 0.69], [2.63, 4.33, -1.12], [-3.53, -1.42, 3.59], [0.74, 1.65, -6.18], [-4.26, 2.02, -0.18], [-3.84, 0.63, 0.25], [5.84, -0.95, -3.57], [-1.73, 7.21, 0.66], [-4.24, -2.17, 4.69], [-1.19, -4.22, -3.98], [0.63, 2.97, -6.90], [-0.28, -3.17, -3.37], [3.22, 3.00, -0.71], [-2.30, 6.10, 1.52], [-4.39, -4.13, -0.40], [3.90, -0.94, 4.57], [3.01, -6.13, 0.52], [2.79, -1.12, 3.55], [0.43, 4.40, 4.67], [5.10, -1.10, -2.26]],
  "lowdin_charge": [0.173, 0.151, 0.123, 0.114, -0.057, -0.057, -0.057, -0.056, -0.057, -0.058, -0.058, -0.055, -0.058, -0.056, -0.052, -1.554, 0.032, 0.031, 0.024, 0.026, 0.032, 0.033, 0.027, 0.029, 0.026, 0.027, 0.025, 0.023, 0.024, 0.032, 0.030, 0.027, 0.028, 0.023, 0.026, 0.032, 0.026, 0.032]
}

***

No. 2
{
  "formula": "C19H17F5FeN2O",
  "method": "wB97M-V/def2-TZVPD",
  "relative_energy_ev": 5.5607,
  "lumo_ev": [-0.1, -2.7],
  "energy_ev": -72973.3182,
  "multiplicity": 5,
  "s_squared": 6.134,
  "elements": ["Fe", "F", "F", "F", "F", "F", "O", "N", "N", "C", "C", "C", "C", "C", "C", "C", "C", "C", "C", "C", "C", "C", "C", "C", "C", "C", "C", "C", "H", "H", "H", "H", "H", "H", "H", "H", "H", "H", "H", "H", "H", "H", "H", "H", "H"],
  "xyz": [[-1.46, 0.06, -1.04], [-0.67, -1.67, 3.30], [-1.07, -0.81, 5.85], [-0.21, 1.68, 6.61], [1.38, 2.51, 2.23], [1.00, 3.33, 4.80], [0.44, 0.04, 1.44], [-0.02, -1.54, -1.08], [0.61, 0.89, -1.97], [2.61, 0.15, -3.09], [-1.68, 1.93, -0.42], [0.73, -3.68, -0.31], [1.77, -3.68, -1.25], [-0.04, 1.27, 5.34], [-0.46, -0.01, 4.95], [0.77, 1.69, 3.11], [0.33, 0.40, 2.64], [-0.27, -0.43, 3.66], [1.41, -0.12, -2.38], [-2.93, -0.75, -0.27], [2.25, 2.48, -2.67], [-3.06, -0.20, -1.94], [1.08, -1.46, -1.89], [-0.14, -2.60, -0.26], [1.02, 2.15, -2.08], [1.94, -2.56, -2.05], [0.58, 2.11, 4.41], [3.04, 1.47, -3.22], [2.45, -4.53, -1.34], [3.18, -0.69, -3.48], [-1.75, 2.60, -1.29], [-3.25, -1.12, -2.50], [0.57, -4.51, 0.38], [2.55, 3.53, -2.70], [-2.59, 2.03, 0.19], [-2.34, 0.41, -2.54], [-0.97, -2.56, 0.46], [-2.85, -1.84, -0.26], [-3.97, 0.41, -1.90], [-3.94, -0.47, 0.06], [-0.81, 2.24, 0.18], [3.97, 1.69, -3.73], [-2.30, -0.27, 0.52], [2.74, -2.49, -2.78], [0.35, 2.91, -1.67]],
  "lowdin_charge": [0.388, 0.122, 0.118, 0.140, 0.128, 0.120, 0.108, 0.027, 0.073, -0.018, -0.209, -0.076, -0.080, -0.097, -0.122, -0.089, -0.259, -0.092, -0.210, -0.216, -0.070, -0.180, -0.212, -0.136, -0.121, -0.024, -0.121, -0.074, 0.102, 0.096, -0.001, 0.082, 0.097, 0.097, 0.003, 0.058, 0.095, 0.058, 0.081, 0.083, -0.015, 0.104, 0.056, 0.098, 0.092]
}

***

No. 3
{
  "formula": "C19H26N4O4S",
  "method": "wB97M-V/def2-TZVPD",
  "relative_energy_ev": 22.8773,
  "lumo_ev": -0.2,
  "energy_ev": -45090.5049,
  "elements": ["S", "O", "O", "O", "O", "N", "N", "N", "N", "C", "C", "C", "C", "C", "C", "C", "C", "C", "C", "C", "C", "C", "C", "C", "C", "C", "C", "C", "H", "H", "H", "H", "H", "H", "H", "H", "H", "H", "H", "H", "H", "H", "H", "H", "H", "H", "H", "H", "H", "H", "H", "H", "H", "H"],
  "xyz": [[2.05, 0.48, -1.06], [3.18, 0.98, -1.57], [1.48, -1.07, -1.36], [-3.44, 3.11, -0.14], [5.25, -0.58, 1.31], [2.54, 0.13, 0.73], [-0.44, 3.37, -0.67], [-1.20, -3.79, -0.85], [-3.10, 1.62, 1.36], [-1.05, 4.64, -0.77], [-0.87, -4.87, 0.09], [-1.96, -2.68, -0.36], [-3.40, -1.86, 1.67], [4.42, -1.45, 0.57], [-0.49, 1.15, 0.29], [-3.69, -0.72, 0.78], [-2.60, -2.76, 0.87], [0.80, 1.32, -0.47], [-0.42, -3.67, -1.99], [2.86, -1.43, 1.13], [-2.63, 2.17, 0.33], [-4.22, 0.85, 1.35], [-1.22, 2.30, -0.02], [-2.43, -1.71, -1.15], [-3.20, -0.81, -0.76], [4.82, 0.57, 0.94], [0.62, 2.72, -0.90], [3.42, 1.16, 1.38], [3.26, 0.94, 2.70], [-0.38, -5.71, -0.50], [-1.76, -5.28, 0.44], [-1.33, -3.36, -2.86], [5.48, 1.29, 1.53], [2.34, -2.09, 0.50], [-0.79, 5.28, -0.17], [-0.79, 0.30, 0.83], [4.76, -2.57, 0.78], [-2.10, -1.73, -2.11], [-2.40, -3.58, 1.56], [3.09, 1.95, 0.81], [-3.58, -1.80, 2.53], [-2.31, 1.01, 1.94], [-4.71, 0.54, 2.24], [4.39, -1.30, -0.37], [4.94, 0.92, -0.10], [-2.12, 4.68, -0.91], [-4.93, 1.01, 0.71], [-3.32, 0.14, -1.25], [-0.03, -4.48, 0.68], [0.08, -2.57, -1.97], [0.14, -4.28, -2.31], [2.89, -1.67, 2.24], [1.30, 3.40, -1.37], [-0.71, 5.05, -1.66]],
  "lowdin_charge": [0.795, -0.231, -0.403, -0.034, -0.061, -0.249, -0.002, -0.209, 0.040, 0.030, -0.056, -0.205, 0.028, -0.166, 0.089, 0.001, -0.029, -0.306, -0.062, -0.045, -0.443, -0.113, -0.078, -0.140, -0.024, -0.379, -0.081, -0.127, 0.205, 0.111, 0.060, 0.151, 0.133, 0.050, 0.014, 0.102, 0.158, 0.083, 0.087, 0.054, -0.025, 0.223, 0.108, 0.034, 0.119, 0.108, 0.052, 0.108, 0.099, 0.109, -0.047, 0.125, 0.144, 0.098]
}

***

No. 4
{
  "formula": "H18O9",
  "method": "wB97M-V/def2-TZVPD",
  "relative_energy_ev": 3.4660,
  "lumo_ev": -0.6,
  "smiles": "O.O.O.O.O.O.O.O.O",
  "energy_ev": -18718.6695,
  "elements": ["O", "O", "O", "O", "O", "O", "O", "O", "O", "H", "H", "H", "H", "H", "H", "H", "H", "H", "H", "H", "H", "H", "H", "H", "H", "H", "H"],
  "xyz": [[-0.69, -0.64, 0.02], [1.54, 2.00, -0.79], [-2.57, -1.95, 2.58], [-1.18, 2.72, 2.87], [2.54, -1.92, -2.07], [0.37, -1.82, 3.29], [-0.88, 0.51, -2.64], [-3.36, 3.21, -2.12], [3.56, -0.29, -0.62], [-1.63, -1.72, 2.57], [4.03, -0.78, 0.06], [-0.03, -1.93, 2.43], [-3.74, 3.40, -2.98], [-0.38, 0.16, -3.38], [2.32, 2.56, -0.71], [-1.60, -0.95, -0.06], [1.87, 1.11, -0.61], [-0.21, 0.90, -2.06], [-0.16, -1.43, -0.11], [2.72, -2.43, -1.27], [-1.62, 2.06, 3.41], [1.71, -2.27, -2.40], [1.27, -2.16, 3.18], [2.81, -0.85, -0.85], [-1.62, 2.67, 2.02], [-2.57, -2.92, 2.57], [-2.54, 2.75, -2.31]],
  "lowdin_charge": [-0.042, -0.054, -0.046, -0.062, -0.036, -0.040, -0.062, -0.064, -0.064, -0.019, 0.049, -0.003, 0.032, 0.035, 0.044, 0.049, -0.003, 0.002, 0.025, 0.058, 0.030, 0.069, 0.047, -0.033, 0.033, 0.044, 0.015]
}